Entry 1:
A structure of composition C19H45IrN6O4PSb in a non-equilibrium geometry. Source: the Open Molecules 2025 dataset; level of theory: wB97M-V/def2-TZVPD.

ORCA input file:
```
! wB97M-V def2-TZVPD RIJCOSX def2/J DEFGRID3
* xyz 2 1
Ir 0.71 0.95 1.88
N 0.99 -0.19 0.04
C 2.32 -0.84 0.01
C 2.53 -1.97 -1.00
C 1.41 -2.96 -1.34
C 1.15 -4.08 -0.33
N 0.47 -3.63 0.88
C -0.83 -3.39 0.95
N -1.33 -2.74 2.01
N -1.66 -3.76 -0.02
C 2.57 -1.12 1.50
O 2.73 -2.22 1.99
O 2.52 0.01 2.19
H 0.20 -0.84 -0.03
H 0.84 0.46 -0.73
H 3.03 -0.06 -0.24
H 3.41 -2.52 -0.67
H 2.81 -1.49 -1.94
H 1.71 -3.45 -2.27
H 0.47 -2.44 -1.57
H 2.09 -4.53 0.00
H 0.58 -4.88 -0.79
H 1.07 -3.28 1.62
H -0.71 -2.38 2.72
H -2.32 -2.60 2.13
H -1.35 -4.39 -0.74
H -2.66 -3.69 0.10
C -1.23 4.72 2.68
C -0.74 3.43 2.11
N 0.38 2.85 2.47
O 1.00 3.48 3.55
C -1.48 2.73 1.11
C -2.60 3.22 0.28
N -1.02 1.50 0.97
O -1.49 0.70 0.13
H -0.80 4.92 3.65
H -2.31 4.69 2.74
H -0.96 5.55 2.02
H 1.92 3.63 3.26
H -2.78 4.28 0.45
H -3.52 2.67 0.48
H -2.37 3.07 -0.78
C -1.89 -2.15 -3.41
C -0.74 -1.34 -3.99
Sb -0.64 0.65 -3.16
C 1.41 1.05 -3.73
C 1.76 0.73 -5.18
C -1.58 1.72 -4.76
C -3.10 1.74 -4.63
H -1.93 -3.16 -3.83
H -2.85 -1.68 -3.62
H -1.82 -2.24 -2.32
H -0.84 -1.25 -5.07
H 0.23 -1.81 -3.79
H 2.04 0.47 -3.05
H 1.58 2.10 -3.51
H 1.57 -0.32 -5.42
H 2.81 0.93 -5.39
H 1.17 1.34 -5.87
H -1.28 1.23 -5.69
H -1.16 2.72 -4.76
H -3.52 0.73 -4.61
H -3.56 2.25 -5.47
H -3.42 2.24 -3.72
C 0.73 -1.21 4.51
P 0.80 0.55 4.11
C 2.34 1.06 4.90
C -0.55 1.27 5.08
H 1.01 -1.30 5.56
H 1.44 -1.79 3.91
H -0.28 -1.61 4.40
H 2.17 1.09 5.97
H 2.68 2.04 4.58
H 3.12 0.34 4.66
H -0.41 0.97 6.12
H -1.51 0.90 4.73
H -0.53 2.35 5.01
*
```

Values from the calculation:
- E_tot (eV) = -56214.008
- largest force on an atom (hartree/bohr) = 0.0252
- ΔE to the lowest compared entry with this formula, charge and spin (kcal per mole) = 81.8
- HOMO (Eh) = -0.4636
- Kohn-Sham gap (hartree) = 0.213

Atom charges from the Löwdin analysis, given in e for atoms 1 to 4: 1.224, -0.021, -0.250, -0.109

Entry 2:
A cluster of 6 separate species, C19H46Br2ClN4O5 in total in a non-equilibrium geometry. Source: the Open Molecules 2025 dataset; level of theory: wB97M-V/def2-TZVPD.

ORCA input file:
```
! wB97M-V def2-TZVPD RIJCOSX def2/J DEFGRID3
* xyz 1 1
C -1.57 5.27 0.47
C -0.96 4.59 1.69
C -1.53 3.20 2.06
Cl -2.68 3.37 3.41
C -2.24 2.54 0.92
N -3.47 2.86 0.58
C -3.78 2.06 -0.47
N -4.96 2.08 -1.06
C -5.30 1.18 -2.16
N -2.74 1.27 -0.76
N -1.73 1.56 0.14
C -0.50 0.79 0.11
Br -0.31 -0.21 1.78
C 0.79 1.55 -0.28
C 0.55 2.68 -1.29
Br 1.90 2.23 1.18
H -1.10 6.22 0.30
H -2.63 5.45 0.63
H -1.48 4.68 -0.44
H 0.12 4.57 1.59
H -1.17 5.24 2.54
H -0.76 2.54 2.43
H -5.61 2.74 -0.69
H -4.77 0.24 -2.11
H -5.12 1.68 -3.11
H -6.36 0.97 -2.13
H -2.72 0.58 -1.49
H -0.64 0.04 -0.65
H 1.42 0.81 -0.76
H 0.61 3.66 -0.84
H -0.38 2.56 -1.83
H 1.35 2.64 -2.02
C -4.11 -2.15 2.65
C -3.30 -3.15 3.46
O -2.63 -4.08 2.62
H -4.84 -2.67 2.03
H -4.63 -1.45 3.30
H -3.45 -1.58 1.98
H -3.95 -3.72 4.11
H -2.57 -2.63 4.09
H -2.05 -3.58 2.04
C -1.97 0.78 -5.76
C -2.71 0.48 -4.48
O -4.06 0.08 -4.72
H -2.48 1.56 -6.32
H -0.94 1.10 -5.56
H -1.93 -0.11 -6.40
H -2.76 1.38 -3.86
H -2.19 -0.30 -3.91
H -4.03 -0.72 -5.26
C 4.96 -0.60 -2.03
C 3.62 0.02 -1.72
O 2.53 -0.73 -2.28
H 5.10 -0.67 -3.11
H 5.77 -0.01 -1.60
H 5.02 -1.61 -1.62
H 3.55 1.02 -2.13
H 3.47 0.09 -0.63
H 2.57 -1.62 -1.91
C 0.81 -6.06 4.09
C 0.25 -6.73 2.85
O -1.17 -6.61 2.78
H 0.37 -6.50 4.98
H 1.90 -6.18 4.14
H 0.58 -4.99 4.09
H 0.47 -7.80 2.85
H 0.70 -6.30 1.94
H -1.38 -5.66 2.76
C 9.04 -0.11 0.85
C 7.67 0.47 1.14
O 6.63 -0.32 0.56
H 9.20 -0.19 -0.22
H 9.83 0.50 1.29
H 9.13 -1.12 1.27
H 7.58 1.47 0.71
H 7.51 0.55 2.22
H 6.69 -1.20 0.94
*
```

Values from the calculation:
- E_tot (eV) = -189247.067
- largest force on an atom (hartree/bohr) = 0.0249
- HOMO (Eh) = -0.4165
- Kohn-Sham gap (hartree) = 0.304

Atom charges from the Löwdin analysis, given in e for atoms 1 to 4: -0.096, -0.252, -0.607, 0.694

Entry 3:
A structure of composition C19H46F3O7Zn in a non-equilibrium geometry. Source: the Open Molecules 2025 dataset; level of theory: wB97M-V/def2-TZVPD.

ORCA input file:
```
! wB97M-V def2-TZVPD RIJCOSX def2/J DEFGRID3
* xyz 2 2
Zn -0.28 0.22 -0.48
C 0.92 2.28 1.90
O 1.65 1.23 2.53
O 0.17 1.62 0.91
C 0.11 3.11 2.98
F 0.90 3.70 3.90
F -0.79 4.01 2.57
F -0.78 2.36 3.78
C 2.65 1.59 3.44
C 3.20 0.35 4.04
H 3.80 0.72 4.87
H 2.35 -0.23 4.39
H 3.75 -0.19 3.26
H 2.19 2.03 4.33
H 3.40 2.32 3.12
H 1.60 2.97 1.40
C 3.73 0.88 -1.43
C 2.42 1.51 -1.56
C 2.35 2.49 -2.78
O 1.28 0.60 -1.82
H 3.80 0.15 -2.23
H 3.77 0.26 -0.53
H 4.53 1.62 -1.48
H 2.46 2.03 -0.61
H 1.31 2.78 -2.90
H 2.59 2.01 -3.73
H 3.01 3.36 -2.74
H 1.28 0.38 -2.76
C -2.71 3.54 -1.29
C -2.60 2.09 -0.98
C -3.93 1.43 -1.41
O -1.57 1.44 -1.67
H -3.53 4.04 -0.76
H -2.90 3.63 -2.35
H -1.71 3.95 -1.12
H -2.46 1.91 0.09
H -4.75 1.89 -0.86
H -3.94 0.36 -1.23
H -4.29 1.69 -2.41
H -1.82 1.66 -2.57
C 1.97 -3.24 1.44
C 2.31 -2.10 0.48
C 2.52 -2.68 -0.95
O 1.24 -1.23 0.47
H 1.01 -3.72 1.24
H 2.12 -2.84 2.45
H 2.70 -4.03 1.27
H 3.25 -1.63 0.77
H 3.40 -3.33 -0.90
H 2.81 -1.88 -1.62
H 1.74 -3.28 -1.42
H 1.46 -0.68 1.22
C -2.24 -1.35 -3.78
C -2.05 -1.91 -2.39
C -1.81 -3.39 -2.36
O -0.84 -1.25 -1.89
H -1.27 -1.15 -4.23
H -2.68 -0.37 -3.95
H -2.88 -2.06 -4.31
H -2.91 -1.69 -1.77
H -1.15 -3.78 -3.14
H -2.76 -3.92 -2.51
H -1.38 -3.67 -1.41
H -0.13 -1.54 -2.47
C -1.60 -0.67 3.03
C -1.70 -1.39 1.70
C -2.79 -2.45 1.52
O -1.83 -0.40 0.74
H -0.57 -0.32 3.05
H -1.75 -1.40 3.82
H -2.37 0.09 3.12
H -0.85 -2.05 1.50
H -3.80 -2.07 1.58
H -2.84 -3.20 2.31
H -2.75 -3.06 0.62
H -2.74 -0.15 0.95
*
```

Values from the calculation:
- E_tot (eV) = -91334.230
- largest force on an atom (hartree/bohr) = 0.1034
- HOMO (alpha / beta) (Eh) = -0.6014 / -0.6013
- Kohn-Sham gap (alpha / beta) (hartree) = 0.416 / 0.219

Atom charges from the Löwdin analysis, given in e for atoms 1 to 4: 0.743, -0.204, -0.081, 0.112

Entry 4:
A cluster of 4 separate species, C19H46IN5O9P in total in a non-equilibrium geometry. Source: the Open Molecules 2025 dataset; level of theory: wB97M-V/def2-TZVPD.

ORCA input file:
```
! wB97M-V def2-TZVPD RIJCOSX def2/J DEFGRID3
* xyz -1 1
C 4.04 -2.97 2.41
C 2.68 -3.62 1.87
C 1.71 -2.43 1.34
N 2.19 -2.07 -0.01
P 1.46 -0.59 -0.69
O -0.02 -0.65 0.22
C -1.16 -0.88 -0.60
C -2.40 -1.22 0.36
C -3.63 -1.86 -0.42
C -2.90 0.04 1.20
C -4.12 -0.43 2.15
C -3.47 1.24 0.32
O 0.93 0.73 -1.71
C 1.99 1.71 -1.53
C 2.30 1.84 0.06
C 3.87 1.97 0.36
C 4.39 3.48 0.42
C 5.65 3.50 1.42
I 5.03 3.93 3.49
N 1.43 2.97 0.44
C 1.08 2.98 1.89
C -0.51 3.21 1.98
O 2.01 0.52 0.56
H 4.22 -1.92 2.04
H 4.96 -3.57 2.11
H 4.06 -2.96 3.55
H 2.19 -4.28 2.64
H 2.97 -4.19 0.92
H 0.67 -2.88 1.35
H 1.81 -1.61 2.12
H 3.22 -2.03 -0.04
H 1.00 -1.45 -1.77
H 2.72 -0.48 -1.43
H -1.07 -1.76 -1.31
H -1.49 0.04 -1.20
H -2.00 -1.97 1.11
H -4.05 -2.69 0.25
H -4.49 -1.13 -0.56
H -3.36 -2.36 -1.40
H -2.07 0.36 1.90
H -5.08 -0.41 1.54
H -4.26 0.31 2.99
H -3.95 -1.47 2.55
H -3.53 2.15 1.01
H -2.81 1.54 -0.54
H -4.51 0.97 -0.04
H 1.49 2.64 -2.00
H 2.93 1.59 -2.16
H 4.48 1.32 -0.33
H 4.01 1.53 1.41
H 3.63 4.21 0.83
H 4.80 3.76 -0.59
H 6.48 4.18 1.08
H 6.07 2.44 1.46
H 0.56 2.96 -0.11
H 1.56 3.89 2.38
H 1.43 2.08 2.47
H -0.81 4.02 1.24
H -1.10 2.29 1.69
H -0.79 3.60 3.00
C -3.86 0.56 -3.76
N -5.05 -0.19 -3.28
O -6.03 0.46 -2.94
O -4.97 -1.40 -3.26
H -4.08 1.62 -3.72
H -3.03 0.31 -3.10
H -3.66 0.24 -4.78
C -9.30 0.15 -3.51
N -10.49 -0.61 -3.03
O -11.47 0.04 -2.69
O -10.40 -1.82 -3.01
H -9.53 1.21 -3.47
H -8.47 -0.10 -2.85
H -9.10 -0.17 -4.53
C 8.39 -2.33 0.73
N 7.84 -3.68 0.44
O 8.62 -4.61 0.43
O 6.64 -3.75 0.23
H 9.46 -2.41 0.89
H 8.17 -1.69 -0.13
H 7.89 -1.96 1.62
*
```

Values from the calculation:
- E_tot (eV) = -63706.915
- largest force on an atom (hartree/bohr) = 0.0657
- HOMO (Eh) = -0.1670
- Kohn-Sham gap (hartree) = 0.233

Atom charges from the Löwdin analysis, given in e for atoms 1 to 4: -0.147, -0.235, -0.307, -0.197

largest force on an atom of number 2 (C19H46Br2ClN4O5)?
0.0249 hartree/bohr